Entry 1:
{
  "formula": "C49H63NO17",
  "method": "ωB97M-V with the def2-TZVPD basis set",
  "elements": ["C", "C", "C", "C", "C", "C", "O", "N", "H", "C", "C", "C", "C", "C", "C", "C", "H", "H", "H", "H", "H", "H", "C", "O", "H", "C", "O", "O", "C", "C", "C", "C", "O", "H", "C", "O", "C", "C", "H", "H", "H", "C", "H", "C", "C", "H", "H", "O", "C", "C", "C", "H", "O", "C", "O", "C", "H", "C", "O", "H", "C", "O", "H", "C", "O", "H", "H", "H", "H", "H", "H", "H", "H", "H", "O", "C", "O", "C", "H", "H", "H", "C", "H", "O", "C", "O", "C", "C", "C", "C", "C", "C", "H", "H", "H", "H", "H", "C", "O", "H", "C", "H", "H", "C", "C", "H", "H", "H", "C", "H", "H", "H", "H", "C", "H", "H", "H", "H", "H", "H", "H", "H", "H", "H", "H", "H", "H", "H", "H", "H"],
  "positions_angstrom": [[-5.22, -3.85, -5.67], [-5.26, -3.13, -4.33], [-3.91, -3.21, -3.61], [-3.87, -2.42, -2.31], [-4.72, -3.04, -1.19], [-4.62, -2.15, 0.02], [-3.71, -2.24, 0.83], [-5.60, -1.22, 0.10], [-6.28, -1.22, -0.64], [-5.69, -0.09, 1.01], [-6.41, -0.42, 2.29], [-7.27, 0.52, 2.85], [-7.92, 0.25, 4.04], [-7.72, -0.96, 4.69], [-6.87, -1.89, 4.13], [-6.21, -1.63, 2.95], [-5.54, -2.36, 2.53], [-6.70, -2.84, 4.63], [-8.23, -1.17, 5.61], [-8.59, 0.99, 4.47], [-7.43, 1.47, 2.35], [-6.24, 0.69, 0.47], [-4.29, 0.53, 1.34], [-3.60, -0.08, 2.38], [-3.43, -1.00, 2.09], [-3.49, 0.59, 0.03], [-3.99, 0.85, -1.04], [-2.21, 0.31, 0.23], [-1.36, 0.30, -0.92], [-0.30, -0.76, -0.79], [0.76, -0.66, -1.59], [1.98, -1.53, -1.43], [2.10, -2.41, -2.51], [3.04, -2.66, -2.57], [3.28, -0.76, -1.21], [4.26, -1.15, -1.80], [3.40, 0.30, -0.10], [4.70, 1.08, -0.36], [4.60, 1.71, -1.24], [4.97, 1.70, 0.49], [5.50, 0.37, -0.54], [2.17, 1.20, 0.15], [1.33, 0.53, 0.32], [2.30, 1.99, 1.47], [3.18, 3.25, 1.52], [3.68, 3.55, 0.60], [2.66, 4.11, 1.95], [4.08, 2.65, 2.44], [3.26, 1.48, 2.58], [4.02, 0.18, 2.40], [3.55, -0.60, 1.17], [2.57, -1.04, 1.40], [4.47, -1.64, 0.88], [4.25, -2.89, 1.48], [4.71, -2.93, 2.81], [6.11, -2.72, 2.92], [6.38, -1.72, 2.55], [6.90, -3.80, 2.17], [6.71, -5.06, 2.77], [5.79, -5.13, 3.03], [6.47, -3.80, 0.68], [6.90, -2.66, 0.00], [6.31, -1.93, 0.22], [4.94, -3.96, 0.59], [4.49, -3.87, -0.73], [4.95, -3.12, -1.15], [4.64, -4.94, 0.96], [6.94, -4.66, 0.19], [7.97, -3.58, 2.22], [6.32, -2.77, 3.99], [3.17, -3.09, 1.56], [3.89, -0.46, 3.27], [5.08, 0.42, 2.30], [2.76, 1.51, 3.56], [1.00, 2.28, 1.98], [0.31, 1.27, 2.55], [0.74, 0.14, 2.61], [-1.00, 1.74, 3.10], [-1.20, 2.75, 2.78], [-0.95, 1.70, 4.18], [-1.79, 1.06, 2.78], [1.78, 2.15, -1.01], [2.64, 2.33, -1.66], [1.41, 3.43, -0.47], [1.85, 4.52, -1.11], [2.61, 4.48, -2.05], [1.32, 5.76, -0.51], [1.69, 6.98, -1.07], [1.22, 8.16, -0.53], [0.38, 8.14, 0.57], [0.01, 6.92, 1.13], [0.48, 5.74, 0.60], [0.20, 4.79, 1.03], [-0.64, 6.91, 1.99], [0.01, 9.06, 0.99], [1.51, 9.11, -0.97], [2.35, 6.98, -1.93], [0.55, 1.75, -1.91], [0.34, 2.81, -2.82], [1.15, 2.98, -3.32], [-0.73, 1.69, -1.05], [-0.51, 2.05, -0.04], [-1.45, 2.38, -1.49], [0.78, 0.41, -2.66], [2.08, 0.45, -3.48], [2.96, 0.67, -2.87], [2.23, -0.51, -3.96], [2.01, 1.22, -4.25], [-0.36, 0.18, -3.69], [0.05, 0.13, -4.69], [-0.87, -0.76, -3.50], [-1.07, 1.00, -3.67], [1.87, -2.12, -0.50], [-0.51, -1.80, 0.27], [-0.16, -1.43, 1.24], [0.00, -2.72, 0.03], [-1.57, -2.01, 0.39], [-2.00, 0.10, -1.79], [-4.47, 1.57, 1.66], [-4.31, -4.02, -0.94], [-5.75, -3.16, -1.51], [-2.83, -2.37, -1.96], [-4.21, -1.39, -2.49], [-3.67, -4.26, -3.41], [-3.14, -2.82, -4.28], [-5.51, -2.08, -4.49], [-6.04, -3.57, -3.71], [-4.47, -3.41, -6.32], [-6.18, -3.78, -6.17], [-4.98, -4.90, -5.53]],
  "lowdin_charge": [-0.1152, -0.2733, -0.2174, -0.1885, -0.0862, -0.4681, 0.0464, 0.1378, 0.1557, -0.1737, -0.1758, -0.0365, -0.0829, -0.0895, -0.0699, -0.0218, 0.1079, 0.1045, 0.1011, 0.1019, 0.1132, 0.1563, -0.2217, -0.0150, 0.0856, -0.4336, 0.1243, 0.0503, -0.2016, -0.1403, -0.0887, -0.2416, 0.0220, 0.0943, -0.2714, 0.1007, -0.2376, 0.0360, 0.0997, 0.0849, 0.0969, -0.0449, 0.1297, -0.2567, -0.0665, 0.1322, 0.1389, -0.0472, -0.1965, -0.0208, -0.2165, 0.1516, -0.0617, -0.2884, -0.0447, -0.1134, 0.1263, -0.2960, -0.0009, 0.0962, -0.2630, 0.0102, 0.0794, -0.2396, 0.0161, 0.0821, 0.1663, 0.1651, 0.1606, 0.1408, 0.1764, 0.1323, 0.1348, 0.1613, 0.0522, -0.4969, 0.1152, 0.0522, 0.0879, 0.1018, 0.0674, -0.1216, 0.1357, -0.0014, -0.4315, 0.1169, -0.1131, -0.0052, -0.0698, -0.0764, -0.0689, -0.0093, 0.1097, 0.1045, 0.1040, 0.1050, 0.1203, -0.3556, 0.0287, 0.1036, 0.0210, 0.1259, 0.1461, -0.3490, 0.0046, 0.0761, 0.1032, 0.1005, 0.0132, 0.0872, 0.0878, 0.0928, 0.1483, 0.0107, 0.0791, 0.0919, 0.0620, 0.1363, 0.1737, 0.1320, 0.1112, 0.1125, 0.1123, 0.1182, 0.1119, 0.1117, 0.0990, 0.0717, 0.0677, 0.0723],
  "total_energy_ev": -88134.37081,
  "e_lumo_ha": 0.01165,
  "e_homo_ev": -8.85,
  "charge": 0
}



Entry 2:
{
  "formula": "C45H55BFN6O12",
  "method": "ωB97M-V with the def2-TZVPD basis set",
  "elements": ["C", "C", "C", "N", "C", "N", "C", "C", "C", "C", "O", "C", "C", "O", "N", "B", "O", "O", "C", "C", "C", "N", "C", "C", "C", "N", "C", "C", "C", "C", "C", "C", "C", "O", "C", "N", "C", "O", "C", "C", "F", "H", "H", "H", "H", "H", "H", "H", "H", "H", "H", "H", "H", "H", "H", "H", "H", "H", "H", "H", "H", "H", "H", "H", "H", "H", "H", "H", "H", "H", "H", "H", "H", "H", "H", "H", "H", "H", "H", "H", "H", "H", "H", "H", "C", "C", "C", "O", "C", "C", "C", "O", "H", "H", "H", "H", "C", "C", "C", "O", "C", "C", "C", "O", "H", "H", "H", "H", "C", "C", "C", "O", "C", "C", "C", "O", "H", "H", "H", "H"],
  "positions_angstrom": [[-4.89, -3.56, -1.97], [-4.28, -2.83, -1.04], [-2.97, -2.14, -1.24], [-2.16, -2.38, 0.04], [-0.90, -1.94, -0.16], [0.19, -2.65, -0.07], [0.22, -4.06, 0.28], [0.21, -4.35, 1.80], [-0.94, -5.27, 2.28], [-1.75, -4.55, 3.35], [-2.82, -3.83, 2.70], [-3.72, -3.30, 3.57], [-5.06, -3.05, 2.98], [-3.43, -3.07, 4.71], [-0.74, -0.60, -0.48], [-0.62, 0.18, 0.77], [-1.52, 1.11, 1.24], [0.52, -0.09, 1.50], [0.26, -0.25, 2.91], [-1.59, -0.10, -1.57], [-0.95, -0.64, -2.93], [0.48, -0.94, -2.83], [-1.50, 1.42, -1.71], [-0.11, 1.99, -1.97], [-0.16, 3.53, -1.91], [1.15, 4.10, -1.64], [1.40, 4.35, -0.22], [2.39, 5.48, -0.07], [3.72, 5.28, -0.43], [4.65, 6.31, -0.35], [4.24, 7.54, 0.13], [2.92, 7.76, 0.52], [1.99, 6.73, 0.41], [0.68, 6.98, 0.79], [-3.07, -0.60, -1.47], [-3.74, -0.13, -0.26], [-4.12, 1.01, -0.15], [-4.51, 2.07, 0.00], [-3.86, -0.39, -2.78], [-5.38, -0.26, -2.64], [-3.62, -1.44, -3.67], [-5.95, -3.74, -1.85], [-4.35, -3.98, -2.80], [-4.76, -2.69, -0.09], [-2.44, -2.65, -2.04], [-2.23, -3.38, 0.23], [1.05, -2.17, -0.28], [-0.58, -4.60, -0.21], [1.14, -4.47, -0.13], [0.25, -3.43, 2.38], [1.13, -4.88, 2.02], [-0.55, -6.17, 2.73], [-1.58, -5.57, 1.45], [-2.21, -5.26, 4.04], [-1.14, -3.85, 3.90], [-5.57, -2.29, 3.57], [-4.95, -2.67, 1.97], [-5.63, -3.97, 2.92], [-1.16, 2.00, 1.27], [-0.68, -0.78, 3.06], [0.18, 0.70, 3.43], [1.06, -0.83, 3.37], [-1.10, 0.10, -3.71], [-1.44, -1.55, -3.27], [0.63, -1.93, -2.84], [0.95, -0.53, -3.63], [-1.92, 1.95, -0.85], [-2.12, 1.70, -2.56], [0.27, 1.75, -2.96], [0.63, 1.62, -1.26], [-0.54, 3.88, -2.86], [-0.91, 3.81, -1.16], [1.21, 4.98, -2.14], [0.48, 4.64, 0.28], [1.79, 3.43, 0.23], [4.04, 4.31, -0.79], [5.67, 6.15, -0.65], [4.94, 8.36, 0.20], [2.60, 8.72, 0.91], [0.49, 6.40, 1.53], [-3.53, 0.49, -3.32], [-5.73, -0.56, -1.65], [-5.71, 0.76, -2.81], [-5.88, -0.91, -3.35], [9.22, 7.98, 2.01], [9.86, 7.16, 2.84], [9.16, 6.02, 3.48], [9.74, 5.27, 4.23], [7.73, 5.83, 3.15], [7.09, 6.65, 2.32], [7.79, 7.79, 1.68], [7.22, 8.54, 0.92], [9.71, 8.82, 1.53], [10.91, 7.29, 3.09], [7.23, 4.99, 3.63], [6.04, 6.53, 2.07], [1.36, 1.23, -7.80], [0.89, 1.84, -8.89], [-0.49, 2.39, -8.92], [-0.92, 2.95, -9.90], [-1.32, 2.24, -7.70], [-0.85, 1.62, -6.62], [0.53, 1.07, -6.59], [0.97, 0.51, -5.60], [2.36, 0.82, -7.76], [1.48, 1.97, -9.79], [-2.32, 2.65, -7.74], [-1.44, 1.50, -5.72], [-2.40, -8.74, 5.29], [-2.50, -9.20, 6.54], [-1.31, -9.66, 7.29], [-1.40, -10.08, 8.42], [0.00, -9.59, 6.60], [0.11, -9.13, 5.35], [-1.09, -8.67, 4.61], [-1.00, -8.25, 3.47], [-3.26, -8.40, 4.73], [-3.45, -9.25, 7.06], [0.86, -9.93, 7.16], [1.05, -9.08, 4.83]],
  "lowdin_charge": [0.0643, -0.1327, -0.1881, 0.2023, -0.2936, 0.1736, -0.1203, -0.1307, -0.1414, -0.1548, -0.0322, -0.5362, 0.0377, 0.1228, 0.1777, -0.7227, 0.1934, 0.0444, -0.0352, -0.2792, -0.1575, 0.0490, -0.1278, -0.1494, -0.2231, -0.0392, -0.1750, -0.1650, -0.0330, -0.0874, -0.0844, 0.0002, -0.2621, 0.0260, -0.2641, 0.2112, -0.3285, 0.2456, -0.2662, 0.0000, -0.0191, 0.0754, 0.0773, 0.0898, 0.1411, 0.1232, 0.1769, 0.1204, 0.1286, 0.1033, 0.1120, 0.0836, 0.1171, 0.1280, 0.1217, 0.0952, 0.0562, 0.1003, 0.1339, 0.0911, 0.0948, 0.0938, 0.0981, 0.1038, 0.0679, 0.0467, 0.0934, 0.1233, 0.1016, 0.1163, 0.1227, 0.1107, 0.1155, 0.0984, 0.1185, 0.1145, 0.1043, 0.0889, 0.1189, 0.1014, 0.1356, 0.0747, 0.0899, 0.0920, 0.0225, 0.0237, -0.3862, 0.1112, 0.0243, 0.0217, -0.3722, 0.0967, 0.1231, 0.1237, 0.1217, 0.1044, 0.0243, 0.0331, -0.3785, 0.1288, 0.0325, 0.0170, -0.3691, 0.0822, 0.1246, 0.1275, 0.1259, 0.1064, 0.0164, 0.0296, -0.3803, 0.1258, 0.0296, 0.0195, -0.3781, 0.0741, 0.1206, 0.1259, 0.1260, 0.1217],
  "total_energy_ev": -84454.28951,
  "e_lumo_ha": -0.12645,
  "e_homo_ev": -10.53,
  "charge": 1
}



Max |F|: 0.86; 2.53 (eV/Å)